Molecular formula: C3H5NO3
Method: DFT, ωB97M-V/def2-TZVPD

The geometry in XYZ format:
```
12
Properties=species:S:1:pos:R:3:forces:R:3:mulliken_charge:R:1
N 0.19350 -0.03143 0.32309 0.4 0.7 1.3 0.195
C 0.22636 1.25734 0.81286 0.3 0.4 0.7 0.632
C -0.28023 -0.45281 -0.89272 -0.5 -0.8 -1.3 -0.022
C -0.30360 -1.72207 -1.31441 0.1 0.2 0.4 -0.782
O 0.68406 -1.04712 1.17968 -0.4 1.1 -0.3 -0.421
O -0.28460 2.19197 -0.01872 0.1 -0.2 -0.1 -0.467
O 0.65127 1.59058 1.91286 -0.3 -1.1 -0.7 -0.626
H 0.56989 -0.64170 2.06098 0.2 -0.1 -0.2 0.330
H -0.17663 3.02690 0.48018 -0.1 -0.5 -0.3 0.341
H -0.65229 0.33373 -1.54420 0.2 0.1 0.4 0.299
H -0.68395 -1.96505 -2.30028 0.0 0.2 0.2 0.241
H 0.05621 -2.54032 -0.69933 0.0 0.2 -0.1 0.280
```
Forces are in eV/Å.

Calculated values
structure (SMILES) = C=CN(O)C(=O)O
calculated total energy = -397.73710 a.u.
spin multiplicity = 1
max |F| = 1.656 eV Å⁻¹
net charge = 0
HOMO energy = -0.32582 hartree

=====

Molecular formula: C41H51BBrCl3N11O4PSiSr
Method: DFT, ωB97M-V/def2-TZVPD

The geometry in XYZ format:
```
115
Properties=species:S:1:pos:R:3:forces:R:3:mulliken_charge:R:1
Sr 0.39765 -0.37711 -0.39079 -0.6 -0.2 0.2 1.405
O -2.64085 1.58269 -0.12200 0.1 -0.1 0.2 -0.458
C -2.20207 2.89623 0.19553 0.0 0.1 -0.1 0.202
C -2.90553 3.31565 1.46965 -0.1 0.0 0.0 -1.152
C -2.48168 2.47036 2.67640 0.0 0.0 0.1 -0.744
C -1.03693 2.70735 3.02576 0.0 0.0 0.0 0.564
C -0.64669 3.91825 3.59851 0.0 0.0 0.0 -0.725
C 0.69296 4.15744 3.84251 0.0 0.0 0.0 -0.696
C 1.61509 3.17895 3.49796 -0.1 0.1 0.0 -1.121
C 1.14292 2.00491 2.93865 0.1 0.0 0.0 -0.419
N -0.15093 1.75568 2.71734 0.0 0.0 0.0 0.575
H -2.12457 1.24025 -0.86279 -0.1 0.0 -0.3 0.417
H -2.46065 3.59064 -0.61207 0.0 0.0 0.0 0.392
H -1.11463 2.92712 0.31744 0.0 0.0 0.0 -0.092
H -3.98478 3.22750 1.32144 0.0 0.0 0.0 0.478
H -2.69558 4.37066 1.66718 0.0 0.0 0.0 0.428
H -2.62552 1.41519 2.44312 0.0 0.0 0.0 -0.182
H -3.11357 2.71740 3.53402 0.0 0.0 0.0 0.527
H -1.39853 4.66140 3.83565 0.0 0.0 0.0 0.509
H 1.01407 5.09338 4.28248 0.0 0.0 0.0 0.422
H 2.67656 3.32219 3.64882 0.0 0.0 0.0 0.515
H 1.83016 1.22215 2.63007 -0.1 0.0 0.0 0.577
Br -0.58488 7.19640 -6.63786 0.0 0.0 0.0 -0.198
C 1.03070 6.33725 -6.13766 0.0 0.1 0.0 0.076
C 1.14429 4.96553 -6.29025 0.0 -0.1 0.0 -0.595
C 2.31866 4.33289 -5.91471 -0.1 0.1 0.0 0.054
C 3.36860 5.08247 -5.39606 0.1 0.1 0.0 0.019
C 3.26337 6.46187 -5.29132 -0.1 0.0 -0.1 -0.329
C 2.08043 7.09370 -5.64391 0.0 0.0 0.0 -0.415
N 4.64260 4.47981 -5.12064 0.0 0.0 -0.1 -0.755
N 4.75818 3.56213 -4.29837 0.0 -0.1 0.1 -0.206
C 3.69199 3.18027 -3.43458 0.1 0.1 0.0 -0.006
C 2.94529 4.07874 -2.70535 -0.1 -0.1 0.1 -0.733
C 2.00028 3.65103 -1.77145 0.1 0.0 0.1 -0.861
C 1.75823 2.29518 -1.52053 0.0 0.2 -0.1 -0.729
O 0.89439 1.88113 -0.66693 0.0 0.2 -0.1 0.162
C 2.52392 1.34611 -2.31103 0.2 0.1 -0.2 0.332
N 2.24960 0.02334 -2.15056 0.0 0.0 -0.1 1.376
C 2.94419 -0.86192 -2.82484 0.0 -0.1 0.0 -0.963
C 3.97355 -0.51581 -3.71891 0.0 0.1 0.0 -1.069
C 4.24771 0.80701 -3.92340 0.0 -0.1 0.0 -0.878
C 3.50995 1.78788 -3.22048 0.0 0.0 0.1 1.015
H 0.31762 4.39812 -6.69574 0.0 0.0 0.0 0.426
H 2.41631 3.26009 -6.01651 0.0 0.0 0.0 0.437
H 4.10810 7.03315 -4.92846 0.0 0.0 0.0 0.435
H 1.97939 8.16605 -5.54756 0.0 0.0 0.0 0.417
H 3.09924 5.14230 -2.83359 0.0 0.0 0.0 0.453
H 1.44413 4.37991 -1.19476 0.0 0.0 0.0 0.491
H 2.69752 -1.90849 -2.66715 0.0 0.0 0.0 0.000
H 4.51648 -1.29817 -4.23086 0.0 0.0 0.0 0.538
H 5.02044 1.12322 -4.61203 0.0 0.0 0.0 0.516
N -1.62919 -0.78952 -4.42670 0.0 0.0 0.1 -0.046
C -0.86513 0.30602 -4.76759 0.0 0.0 0.0 -0.941
C -0.64400 0.97670 -3.60489 0.0 0.0 -0.1 -0.820
N -1.23892 0.30622 -2.56359 0.1 0.1 0.2 0.198
C -1.81884 -0.75096 -3.08816 0.2 0.0 0.0 -0.099
C -2.56337 -1.70201 -2.28495 -0.1 -0.2 0.0 -0.216
N -2.66908 -1.60760 -0.97876 -0.1 0.2 -0.1 0.174
C -3.52916 -2.60733 -0.61236 0.1 -0.1 0.1 -0.259
C -3.90881 -3.33566 -1.69848 0.0 0.0 0.0 -0.755
N -3.29058 -2.74125 -2.76825 0.0 0.0 0.0 0.032
H -1.84542 -1.56150 -5.03333 0.0 0.0 0.0 0.251
H -0.55426 0.48962 -5.78073 0.0 0.0 0.0 0.480
H -0.08896 1.88620 -3.44075 0.0 0.0 0.0 0.613
H -3.80881 -2.76770 0.41387 0.0 0.0 0.0 0.426
H -4.52545 -4.20982 -1.80668 0.0 0.0 0.0 0.425
H -3.28012 -3.09945 -3.70738 0.0 0.0 0.0 0.198
Cl -0.87265 -5.30635 -0.78052 -0.1 -0.2 0.1 -0.386
Si 0.32769 -3.63462 -1.33780 0.2 0.4 -0.1 0.672
Cl 2.30772 -4.47513 -1.14691 -0.1 0.0 0.0 -0.428
Cl 0.07815 -3.73566 -3.53276 0.0 -0.1 0.2 -0.410
C -1.55419 -2.27961 5.34879 0.0 0.0 0.0 -0.832
N -0.47369 -1.64874 4.49084 0.0 0.0 0.0 0.258
C 0.77143 -2.55252 4.54272 -0.1 0.0 0.1 -0.234
N 0.44610 -3.87168 4.12507 0.0 0.0 0.0 0.316
C -0.61440 -4.42048 4.95578 0.0 0.0 0.0 -0.925
N -1.83706 -3.61237 4.92580 0.0 0.0 0.0 0.126
C -2.47008 -3.65603 3.59464 0.0 -0.1 0.1 -1.138
P -1.39806 -3.01233 2.21801 0.0 0.1 -0.1 0.492
C -0.94437 -1.43887 3.07673 0.0 0.0 0.2 -0.075
C 0.13877 -3.93806 2.68563 0.1 0.0 0.1 -0.176
H -2.43912 -1.64786 5.27461 0.0 0.0 0.0 0.367
H -1.17751 -2.28008 6.37276 0.0 0.0 0.0 0.376
H -0.21724 -0.73500 4.86803 0.0 0.0 0.0 0.391
H 1.08042 -2.55071 5.59036 0.0 0.0 0.0 0.322
H 1.53275 -2.10015 3.90651 0.0 0.0 0.0 0.210
H -0.25997 -4.47060 5.98775 0.0 0.0 0.0 0.295
H -0.85429 -5.42736 4.61803 0.0 0.0 0.0 0.407
H -3.40181 -3.08567 3.62784 0.0 0.0 0.0 0.447
H -2.74490 -4.69111 3.38151 0.0 0.0 0.0 0.437
H -1.77672 -0.73558 3.11304 -0.1 0.0 0.0 0.252
H -0.11276 -0.95752 2.55149 0.1 0.0 -0.1 -0.687
H 0.98042 -3.52139 2.12526 0.0 0.0 0.0 -0.397
H 0.03565 -4.98162 2.38391 0.0 0.0 0.0 0.548
C 5.39396 0.41203 1.56182 0.0 0.0 0.0 -2.164
C 4.60336 -0.85105 1.23914 0.2 0.1 -0.4 2.152
C 5.26956 -1.56173 0.06515 0.0 0.0 0.0 -1.859
O 3.29908 -0.42159 0.77587 -0.3 -0.3 0.6 0.516
B 2.27255 -0.92516 1.60314 0.2 -0.1 -0.3 -0.600
O 2.87685 -1.67487 2.61912 0.0 0.0 0.1 -0.334
C 4.30613 -1.77171 2.46939 0.1 0.0 0.0 1.732
C 4.62884 -3.24504 2.25170 0.0 0.0 0.0 -2.132
C 4.93298 -1.30950 3.77854 0.0 0.0 0.0 -2.228
H 5.44423 1.02533 0.66156 0.0 0.0 0.0 0.491
H 6.41345 0.18319 1.87883 0.0 0.0 0.0 0.381
H 4.90809 1.00225 2.33869 0.0 0.0 0.0 0.278
H 5.37778 -0.85148 -0.75643 0.0 0.0 0.0 0.408
H 4.66773 -2.39836 -0.28955 0.0 0.0 0.0 0.264
H 6.26486 -1.92765 0.32961 0.0 0.0 0.0 0.357
H 4.10908 -3.63697 1.37802 0.0 0.0 0.0 0.256
H 4.29610 -3.80930 3.12530 0.0 0.0 0.0 0.521
H 5.70104 -3.41132 2.12978 0.0 0.0 0.0 0.422
H 4.60056 -0.30662 4.04305 0.0 0.0 0.0 0.340
H 6.02350 -1.31320 3.72740 0.0 0.0 0.0 0.433
H 4.63285 -1.99125 4.57669 0.0 0.0 0.0 0.445
```
Forces are in eV/Å.

Calculated values
calculated total energy = -7137.48278 a.u.
spin multiplicity = 1
max |F| = 0.732 eV Å⁻¹
net charge = 0
HOMO energy = -0.23897 hartree

=====

Molecular formula: C4H6Cl2
Method: DFT, ωB97M-V/def2-TZVPD

The geometry in XYZ format:
```
12
Properties=species:S:1:pos:R:3:forces:R:3:mulliken_charge:R:1
C -0.71943 -1.09786 -0.68208 1.0 -0.1 -0.2 -0.046
C 0.19998 0.08829 -0.51057 -1.5 1.1 2.4 -0.363
C 1.11937 0.31781 0.66389 2.4 -1.3 -0.7 -0.369
C -0.09266 1.10362 0.65176 -1.2 1.0 -0.1 -0.526
H -0.17771 -1.82609 -1.24888 0.1 -0.6 -0.3 0.312
H 0.43744 0.61139 -1.42840 0.1 -0.4 -0.1 0.421
H 1.97318 0.84765 0.26045 0.4 0.0 0.5 0.217
H 1.42829 -0.50723 1.35686 -0.9 1.0 -0.5 0.244
H -0.08289 2.20367 0.46359 0.4 -1.1 -0.1 0.230
H -0.82029 0.90201 1.42756 -0.3 -0.5 -0.3 0.226
Cl -2.03553 -0.59840 -1.73518 -0.7 -0.1 0.1 -0.174
Cl -1.22975 -2.04485 0.78101 0.2 1.0 -0.5 -0.170
```
Forces are in eV/Å.

Calculated values
structure (SMILES) = ClC(Cl)C1CC1
calculated total energy = -1076.35128 a.u.
spin multiplicity = 1
max |F| = 2.996 eV Å⁻¹
net charge = 0
HOMO energy = -0.38016 hartree

=====

Molecular formula: C3H5NO2S
Method: DFT, ωB97M-V/def2-TZVPD

The geometry in XYZ format:
```
12
Properties=species:S:1:pos:R:3:forces:R:3:mulliken_charge:R:1
O -2.31434 -1.28915 0.36145 -3.2 -0.5 -2.0 -0.736
C -1.21347 -0.98554 0.75586 2.2 1.0 -0.7 0.328
O -0.70250 -1.39989 1.78769 1.6 -1.2 2.3 -0.724
C -0.35038 0.14203 -0.00367 -2.5 -0.6 1.3 0.329
C 0.84868 -0.21000 -0.79473 1.1 -2.5 -2.3 -0.778
S 1.67121 1.24633 -1.57695 0.1 -0.2 0.0 -0.809
N -0.06561 0.97734 1.16236 1.4 3.0 -0.5 -0.721
H -1.11271 0.63468 -0.67492 0.9 -0.1 0.7 0.102
H 1.58055 -0.82272 -0.24691 -0.1 0.7 0.7 0.264
H 0.64004 -1.05187 -1.59963 -0.3 1.8 1.0 0.238
H 0.53146 1.77534 0.79828 -0.7 -1.1 0.5 0.262
H 0.50631 0.51538 1.88000 -0.5 -0.4 -0.8 0.245
```
Forces are in eV/Å.

Calculated values
structure (SMILES) = N[C@@H](C[S-])C(=O)[O-]
calculated total energy = -720.70517 a.u.
spin multiplicity = 1
max |F| = 3.815 eV Å⁻¹
net charge = -2
HOMO energy = 0.02198 hartree